Density functional theory data (the ωB97M-V functional and the def2-TZVPD basis) for a molecular structure, C21H43Co2O20P.

energy above the lowest of the compared OMol25 structures with the same formula, charge and spin = 206.2 kJ/mol
multiplicity = 7
frontier orbital gap (spin up / spin down) = 7.25 / 7.02 eV

Atoms and positions in Å:
Co -4.899 3.196 -4.350
Co -3.360 3.327 -1.487
P -5.823 4.041 -1.950
O -5.067 2.736 -2.340
O -5.670 4.691 -3.390
O -4.803 4.539 -0.946
O -7.252 3.613 -1.423
C -1.983 5.035 -3.804
O -2.904 4.113 -3.383
H -2.431 5.693 -4.549
H -1.470 5.609 -3.032
H -1.077 4.635 -4.259
C 2.248 -0.177 -10.194
C 0.844 0.296 -10.130
O 0.643 0.934 -8.919
C -0.618 1.513 -8.542
O -1.626 1.637 -9.225
O -0.706 1.811 -7.266
C -1.981 2.269 -6.695
H 2.546 -0.939 -9.474
H 2.946 0.635 -9.987
H 2.481 -0.537 -11.196
H 0.110 -0.507 -10.067
H 0.559 0.969 -10.939
H -1.668 2.418 -5.662
H -2.809 1.568 -6.803
H -2.202 3.296 -6.983
C -6.692 3.270 -9.625
C -6.029 3.422 -8.228
O -5.746 4.765 -8.079
C -5.054 5.137 -6.903
O -4.417 4.419 -6.033
O -5.179 6.417 -6.842
C -4.835 7.187 -5.636
H -6.329 3.918 -10.424
H -7.763 3.467 -9.648
H -6.615 2.255 -10.015
H -5.124 2.826 -8.343
H -6.560 2.860 -7.459
H -3.749 7.268 -5.583
H -5.084 6.588 -4.760
H -5.090 8.246 -5.593
C -1.915 -1.616 -0.261
C -1.266 -0.382 0.408
O -0.324 0.186 -0.530
C -0.656 1.147 -1.398
O -1.758 1.672 -1.445
O 0.421 1.589 -2.076
C 0.430 2.755 -2.817
H -2.674 -1.943 0.449
H -1.160 -2.382 -0.438
H -2.295 -1.243 -1.213
H -0.821 -0.550 1.389
H -1.999 0.347 0.754
H -0.368 2.651 -3.552
H 1.320 2.862 -3.438
H 0.316 3.606 -2.146
C 1.115 3.406 3.078
C 0.303 3.193 1.799
O -0.411 4.465 1.770
C -1.266 4.849 0.713
O -1.630 4.213 -0.289
O -1.733 6.151 1.037
C -2.536 6.891 0.098
H 1.513 4.416 3.177
H 1.925 2.676 3.083
H 0.446 3.348 3.937
H -0.347 2.318 1.806
H 0.937 3.006 0.932
H -3.421 7.227 0.638
H -2.892 6.245 -0.704
H -2.010 7.744 -0.331
C -0.779 9.085 -6.277
C -0.525 8.336 -4.998
O 0.515 8.804 -4.166
C 1.811 8.794 -4.573
O 2.256 8.205 -5.585
O 2.512 9.684 -3.726
C 3.832 9.896 -3.947
H -0.596 10.159 -6.255
H -1.803 8.790 -6.508
H -0.216 8.648 -7.102
H -0.377 7.266 -5.142
H -1.404 8.327 -4.354
H 4.303 8.970 -4.276
H 4.255 10.316 -3.034
H 3.912 10.617 -4.761